Entry from OMol25: an isolated molecule of C4H6ClN3 at a distorted geometry (ωB97M-V/def2-TZVPD).

Properties
* charge: 0
* energy above the lowest of the compared OMol25 structures with the same formula, charge and spin: 19.03 kcal per mole
* expectation value of S²: 2.01
* 2S+1: 3
* HOMO-LUMO gap (spin up / spin down): 5.58 / 7.62 eV
* lowest unoccupied orbital energy (spin up / spin down): 0.0267 / -0.0749 Ha

Geometry (Å):
1 C 1.3898 0.5174 1.0096
2 C 0.4012 -0.3640 1.2812
3 C 1.9462 0.8497 -1.2126
4 C -1.6285 -0.3303 -0.0019
5 N 1.7894 1.2652 -0.0463
6 N -0.7145 -0.8655 0.6590
7 N -2.5653 -1.0113 -0.6606
8 Cl -1.7712 1.3975 -0.0467
9 H 2.2303 0.6920 1.8645
10 H 0.4773 -0.8628 2.2796
11 H 1.9397 -0.2749 -1.4298
12 H 2.3945 1.6338 -2.0136
13 H -2.4071 -1.9165 -1.1519
14 H -3.4819 -0.7303 -0.5306

Atom charges from the Löwdin analysis, given in e for atoms 1 to 4: -0.2016 -0.1727 -0.1557 -0.8713